[1]
Molecular formula: C4H10N2O
Method: DFT, ωB97M-V/def2-TZVPD

XYZ file:
```
17
Properties=species:S:1:pos:R:3:forces:R:3
C 1.2076 -1.6467 -0.0073 -2.8 1.1 -0.2
C -1.2582 1.6745 0.9691 0.1 -1.4 2.4
C -1.0669 -1.5332 -0.5358 -1.1 1.0 1.8
C 1.2503 1.2603 -0.3422 0.1 0.7 3.2
N 0.1961 -0.8022 -0.2710 1.0 -3.4 -1.6
N 0.1515 0.4389 -0.5783 -2.3 -0.1 -0.3
O -0.6983 1.4481 2.0541 -1.9 0.0 -1.9
H 2.1120 -1.2419 0.1659 2.9 1.2 0.6
H 1.0425 -2.6938 0.0754 -0.4 -0.3 0.0
H -0.7998 2.3799 0.3356 0.2 1.2 -1.1
H -2.2583 1.2353 0.5885 1.3 0.4 0.9
H -1.6303 -1.1366 -1.3299 -0.1 0.9 -1.3
H -1.0228 -2.5881 -0.6994 0.8 -0.5 0.2
H -1.7046 -1.3174 0.3297 0.1 -0.4 0.1
H 1.2624 1.5284 0.8775 0.7 -0.7 -3.0
H 2.1357 0.8271 -0.7362 1.4 -0.4 0.1
H 1.0809 2.1673 -0.8959 -0.1 0.5 0.0
```
Positions in Å, forces in eV/Å.

Results
relative energy (zero: lowest compared OMol25 entry of this formula, charge and spin) = 129.19 kcal per mole

=====

[2]
Molecular formula: C7H15N
Method: DFT, ωB97M-V/def2-TZVPD

XYZ file:
```
23
Properties=species:S:1:pos:R:3:forces:R:3
C 1.3097 2.5780 -2.0465 1.6 -2.7 2.1
C 1.6634 0.9263 -2.1238 1.9 4.0 -2.8
C 0.3458 0.3481 -2.3295 -1.0 -7.1 2.3
C -0.3342 -0.1509 -0.9325 2.1 4.3 -4.1
C 0.2311 -1.1674 0.1632 -1.3 -3.2 3.9
N -0.7530 -1.5728 1.2377 2.6 0.9 -5.3
C -1.0502 -0.7629 2.3210 -0.9 0.9 1.7
C -1.9979 -1.6477 3.1639 0.1 -0.1 1.9
H 0.1301 0.8097 -0.5671 -2.5 -0.6 1.5
H 2.1509 3.0965 -1.5155 -1.0 -0.3 -0.5
H 0.4085 2.4383 -1.4739 -0.4 1.5 0.3
H 2.3758 0.7373 -1.3144 -0.9 -0.6 0.6
H 1.1576 2.9145 -3.0283 -0.4 0.6 -1.1
H 2.3679 0.9857 -3.0139 -1.1 -1.0 0.7
H 0.1876 -0.4687 -3.1536 0.2 2.2 0.7
H -1.3466 -0.4681 -0.9789 -1.0 0.9 -0.3
H 1.0110 -0.5486 0.5224 1.3 0.0 0.8
H 0.5555 -2.1411 -0.2425 -0.1 0.7 -0.2
H -0.1385 -0.4848 2.8801 0.0 -0.2 0.2
H -1.5410 0.2588 2.2317 0.3 -0.8 -0.9
H -1.5253 -2.6614 3.1610 -0.7 0.7 0.2
H -3.0326 -1.7127 2.8044 0.5 0.0 -0.6
H -2.1756 -1.3062 4.2351 0.7 -0.3 -1.1
```
Positions in Å, forces in eV/Å.

Results
relative energy (zero: lowest compared OMol25 entry of this formula, charge and spin) = 199.04 kcal per mole

=====

[3]
Molecular formula: C2H2ErO4
Method: DFT, ωB97M-V/def2-TZVPD

XYZ file:
```
9
Properties=species:S:1:pos:R:3:forces:R:3
C -2.0022 0.8518 -1.8379 -1.1 0.9 0.1
O -2.0398 0.5224 -0.6533 1.1 -0.4 0.0
H -1.5140 1.7914 -2.1474 0.3 -0.5 0.0
H -2.6403 0.3500 -2.5843 0.4 -0.2 0.2
O 3.1099 -0.9285 -0.2365 -2.8 0.8 0.9
C 1.9870 -0.5882 0.1504 4.7 -1.1 -1.6
O 1.3308 -1.1900 1.1191 -3.3 0.6 1.4
O 1.3304 0.4497 -0.3487 -3.3 1.1 1.1
Er -0.4203 0.1550 1.0294 4.2 -1.1 -2.1
```
Positions in Å, forces in eV/Å.

Results
<S²> = 3.75
charge = +1
multiplicity = 4

=====

[4]
Molecular formula: C7H22N3O5OsPSSe2Te2
Method: DFT, ωB97M-V/def2-TZVPD

XYZ file:
```
44
Properties=species:S:1:pos:R:3:forces:R:3
Os -0.6374 -0.2576 -1.0760 0.0 0.1 0.2
Se -0.2743 -1.2870 3.2924 -0.1 0.0 -0.1
Te 0.6434 -0.0968 1.3181 0.0 0.0 0.0
Te 2.4839 -1.8687 0.2734 0.0 -0.1 0.0
Se 0.9913 -1.9381 -1.8065 0.0 0.0 0.0
C -1.8035 2.2238 -3.6880 0.0 0.0 0.0
C -0.3841 2.0330 -3.1560 0.2 0.1 0.1
C 0.5804 1.6994 -4.2972 0.0 0.0 0.0
C 0.1013 3.2463 -2.3643 0.0 0.0 0.0
N -0.3978 0.8821 -2.2905 -0.4 -0.1 -0.3
H -1.8315 3.0871 -4.3546 0.0 0.0 0.0
H -2.5044 2.3836 -2.8701 0.0 0.0 0.0
H -2.1219 1.3388 -4.2384 0.0 0.0 0.0
H 0.6268 2.5433 -4.9869 0.0 0.0 0.0
H 0.2415 0.8171 -4.8400 0.0 0.0 0.0
H 1.5809 1.5074 -3.9096 0.0 0.0 0.0
H 0.1042 4.1307 -3.0037 0.0 0.0 0.0
H 1.1140 3.0763 -1.9980 0.0 0.0 0.0
H -0.5368 3.4273 -1.4991 0.0 0.0 0.0
N -3.2247 -1.1780 1.9433 0.0 0.1 -0.1
C -3.3806 -2.6339 1.7230 0.0 0.0 0.0
P -2.3282 -3.1405 0.3000 0.1 0.1 0.1
O -2.9933 -4.1511 -0.5543 0.0 -0.1 0.0
O -1.8411 -1.8229 -0.2434 -0.1 0.0 0.0
C -0.8539 -4.0024 0.9675 0.0 0.0 0.0
N -0.1893 -4.5612 -0.2503 0.1 -0.1 0.0
H -3.9678 -0.7373 2.4800 0.0 0.0 0.0
H -3.1435 -0.6713 1.0503 0.0 0.0 0.0
H -2.3034 -1.0030 2.4421 0.0 -0.1 0.0
H -4.4150 -2.8687 1.4785 0.0 0.0 0.0
H -3.0966 -3.1612 2.6333 0.0 0.0 0.0
H -1.1623 -4.8319 1.6028 0.1 0.0 0.0
H -0.1608 -3.3494 1.4961 0.0 0.0 0.0
H 0.0892 -3.7735 -0.9005 0.0 0.1 0.1
H -0.8482 -5.1616 -0.7522 -0.1 0.0 0.0
H 0.6653 -5.0639 -0.0187 0.0 0.0 0.0
C -3.2909 3.2302 -0.1212 0.0 0.0 0.0
S -2.4281 1.9280 0.7055 -0.1 0.0 -0.1
O -3.2654 1.5298 1.8197 0.0 0.0 0.0
O -1.1069 2.4086 1.0267 0.0 0.0 0.0
O -2.3910 0.8111 -0.3171 0.1 -0.1 0.1
H -3.4422 4.0245 0.6062 0.0 0.0 0.0
H -4.2452 2.8484 -0.4749 0.0 0.0 0.0
H -2.6849 3.5898 -0.9486 0.0 0.0 0.0
```
Positions in Å, forces in eV/Å.

Results
relative energy (zero: lowest compared OMol25 entry of this formula, charge and spin) = 6.54 kcal per mole

=====

[5]
Molecular formula: C39H37BrCl2CsI2N7O4S2
Method: DFT, ωB97M-V/def2-TZVPD

XYZ file:
```
95
Properties=species:S:1:pos:R:3:forces:R:3
Cs -0.4857 -0.3998 -0.1967 2.1 -0.2 0.8
Br 5.4510 1.5390 6.2771 0.0 0.0 -0.1
C 4.1701 1.8761 4.8991 0.1 -0.1 0.2
C 3.7220 0.8233 4.1154 0.3 0.1 0.3
C 2.7440 1.0510 3.1721 -0.3 0.3 -0.1
C 2.1857 2.3329 3.0098 1.0 0.0 1.0
C 2.7210 3.3876 3.7730 -0.3 -0.2 -0.3
C 3.6940 3.1623 4.7214 0.2 -0.1 0.2
N 1.2035 2.5029 2.0865 -1.4 0.4 -1.1
C 0.3173 3.4298 2.1802 1.1 -0.7 0.9
C -0.6989 3.6700 1.2110 -1.0 0.2 -0.9
C -1.5540 4.7801 1.3598 0.2 -0.2 0.0
C -2.4880 5.0468 0.3872 -0.2 0.0 -0.2
C -2.5809 4.1587 -0.6943 -0.1 0.4 0.3
C -1.7592 3.0576 -0.7273 -0.1 -0.2 -0.2
N -0.8531 2.7679 0.2142 0.9 1.0 -0.2
H 4.1546 -0.1585 4.2418 0.0 -0.1 -0.1
H 2.3996 0.2401 2.5459 0.0 0.0 -0.2
H 2.3613 4.3924 3.6140 0.0 0.1 -0.1
H 4.0724 3.9806 5.3186 0.1 0.0 0.0
H 0.2662 4.0707 3.0770 0.1 0.0 -0.1
H -1.4533 5.4291 2.2239 0.1 0.0 0.0
H -3.1374 5.9125 0.4472 0.0 0.0 0.0
H -3.2646 4.3590 -1.5104 0.0 -0.1 0.0
H -1.8299 2.3426 -1.5374 0.0 0.0 -0.1
I -4.8754 -3.2149 -2.1066 0.2 0.2 -0.3
C -3.6683 -2.0316 -3.3801 -0.4 -0.4 0.7
C -4.0058 -1.9138 -4.7055 0.1 0.2 -0.5
C -3.2211 -1.1455 -5.5362 -0.7 -0.3 -0.9
I -3.8057 -1.0176 -7.5920 0.1 0.0 0.5
C -2.0975 -0.4615 -5.0646 0.3 0.1 0.4
C -1.2480 0.3376 -5.8539 0.2 0.2 -0.1
C -0.1879 0.9896 -5.2821 -0.2 -0.1 -0.1
C 0.0082 0.8471 -3.9030 0.1 0.1 0.0
N -0.7520 0.1032 -3.1440 0.3 0.3 0.1
C -1.7744 -0.5656 -3.6745 -0.4 -0.1 -0.7
C -2.5517 -1.4112 -2.7652 -0.4 -0.3 -0.2
O -2.2585 -1.5695 -1.5701 -0.8 -0.5 -0.5
H -4.8779 -2.4229 -5.0924 0.0 0.0 0.0
H -1.4475 0.4253 -6.9139 0.0 0.0 0.0
H 0.4786 1.6083 -5.8675 0.0 0.0 0.0
H 0.8179 1.3673 -3.4094 0.1 0.1 0.1
C 1.6379 -5.6115 -2.5754 -0.1 -0.2 -0.1
N 2.3251 -4.3736 -2.3077 0.4 -0.7 0.0
C 3.6586 -4.4632 -1.7616 0.4 -0.1 0.0
C 1.6466 -3.2651 -2.1320 0.0 0.0 -0.2
N 1.0825 -2.2683 -2.0631 -0.4 0.6 -0.1
H 2.1635 -6.1529 -3.3690 -0.1 0.0 0.0
H 0.6199 -5.4049 -2.8980 0.0 0.0 0.0
H 1.6041 -6.2507 -1.6840 0.0 0.1 0.0
H 4.3495 -4.8183 -2.5320 0.0 -0.1 0.0
H 3.6881 -5.1524 -0.9107 0.0 0.0 0.0
H 3.9642 -3.4768 -1.4116 0.1 -0.1 0.0
C 0.8573 0.7999 6.2516 0.0 0.1 -0.1
C -0.3716 0.1870 5.6689 -0.3 0.1 0.1
C -1.6450 0.6017 5.9561 0.1 -0.1 -0.1
C -2.7230 -0.0779 5.3332 0.4 0.1 0.1
N -2.5432 -1.1415 4.5982 -0.9 0.4 0.0
C -1.3086 -1.5789 4.3272 0.9 -0.4 0.1
S -1.0143 -2.9901 3.5383 0.3 -0.5 -0.4
N -0.2241 -0.8466 4.8140 -0.4 0.3 0.1
C -4.1274 0.4054 5.4963 0.0 0.0 0.0
H 0.6026 1.4376 7.0946 0.0 0.0 0.0
H 1.3573 1.4008 5.4936 0.1 0.1 0.0
H 1.5573 0.0355 6.5856 0.0 0.0 0.0
H -1.8256 1.4309 6.6216 0.1 0.0 0.0
H 0.6974 -1.1531 4.5279 -0.1 -0.1 0.0
H -4.2147 1.1006 6.3288 -0.1 0.1 0.0
H -4.7996 -0.4375 5.6374 0.0 0.0 0.0
H -4.4163 0.9089 4.5724 0.0 0.1 0.0
O 8.8580 -2.7183 4.4220 0.1 0.0 0.0
C 8.8527 -2.3615 3.0967 0.7 -0.1 0.0
O 9.9249 -2.2231 2.5411 -0.3 -0.1 0.4
C 7.5593 -2.1942 2.4649 -0.5 0.0 -0.3
C 6.3317 -2.5002 3.0865 0.5 0.1 0.0
C 5.1479 -2.3448 2.4220 -0.1 -0.1 0.1
C 5.1069 -1.8837 1.0893 -0.3 0.0 -0.1
S 3.6290 -1.6950 0.2826 -0.5 0.3 -0.2
C 6.3390 -1.6072 0.4593 0.0 0.0 0.0
C 7.5205 -1.7486 1.1281 0.3 -0.1 0.4
H 7.9536 -2.7522 4.7590 0.1 0.1 -0.2
H 6.2910 -2.8862 4.1020 0.0 0.0 0.0
H 4.2083 -2.6032 2.8939 0.0 0.0 0.0
H 6.3175 -1.2829 -0.5730 0.0 0.1 0.0
H 8.4564 -1.5220 0.6363 0.1 0.0 0.0
C -2.8152 1.6848 1.8720 -0.4 0.1 0.3
O -1.7204 1.2137 1.2579 -0.7 -0.2 1.0
H -3.4089 0.8573 2.2956 -0.3 0.0 0.2
H -3.4973 2.2358 1.1866 -0.1 0.1 0.1
H -2.5852 2.3730 2.7211 -0.1 0.1 0.1
Cl 2.2300 2.3179 -0.6813 0.4 0.2 -0.5
C 3.1587 2.6993 -2.1493 -0.1 -0.3 0.4
Cl 2.3704 3.9643 -3.1045 -0.1 0.2 -0.2
H 3.2180 1.8085 -2.7705 0.1 0.1 0.1
H 4.1433 3.0765 -1.8803 -0.1 -0.2 0.1
```
Positions in Å, forces in eV/Å.

Results
charge = -2

=====

[6]
Molecular formula: CH5BS
Method: DFT, ωB97M-V/def2-TZVPD

XYZ file:
```
8
Properties=species:S:1:pos:R:3:forces:R:3
B 1.1253 -0.6292 0.0408 -1.0 0.7 0.4
C -1.2247 0.8900 -0.0381 0.6 1.3 3.8
S -0.7735 -0.7719 -0.0243 1.0 -2.4 -2.7
H 1.9748 -0.3940 -0.7937 -0.9 -0.4 0.2
H 1.2880 -0.5026 1.1863 0.7 0.1 0.6
H -0.2250 1.3204 -0.1282 0.1 1.2 -0.7
H -1.3506 1.0520 1.1558 -0.3 -0.2 -2.4
H -0.8143 -0.9647 -1.3985 -0.3 -0.3 0.9
```
Positions in Å, forces in eV/Å.

Results
relative energy (zero: lowest compared OMol25 entry of this formula, charge and spin) = 101.50 kcal per mole

=====

Calculated E in order - -9333.385, -8983.859, -37909.590, -190197.188, -193172.172, -12625.344 eV